Computed, not measured: a structure of composition C4H21AgNO7 at a distorted geometry, with the ωB97M-V functional and the def2-TZVPD basis.

Calculated values
Energy = -24306.499 eV
Largest force on an atom = 2.7 eV Å⁻¹

Structure (ORCA input):
```
! wB97M-V def2-TZVPD RIJCOSX def2/J DEFGRID3
* xyz 0 2
H 8.30 9.47 -16.54
O 9.61 13.92 -18.11
H 5.01 14.39 -14.94
H 7.38 13.24 -12.27
O 7.86 14.92 -19.61
H 10.56 14.13 -18.08
H 6.21 12.39 -16.42
C 6.34 12.93 -12.24
H 6.23 11.86 -12.39
H 8.02 15.01 -14.08
C 7.07 13.37 -15.06
H 7.59 12.65 -14.42
H 9.88 11.54 -14.92
H 10.39 11.54 -19.92
O 5.65 13.93 -13.10
C 7.90 14.60 -15.08
Ag 8.70 11.98 -17.78
H 7.46 15.40 -15.67
H 4.99 12.79 -14.59
O 10.19 11.05 -19.13
H 10.54 12.61 -15.76
O 9.85 11.95 -15.78
H 8.90 14.48 -15.49
H 10.72 10.26 -19.19
H 6.54 13.70 -16.95
H 7.18 13.04 -19.80
H 6.12 13.10 -11.19
C 5.67 13.64 -14.51
O 7.81 10.09 -17.12
H 8.61 14.58 -19.10
O 7.25 12.14 -19.48
H 6.52 11.69 -19.90
N 7.02 12.98 -16.43
H 7.66 15.76 -19.21
*
```

Atomic partial charges in e from the Löwdin method, atoms 1 to 8:
1. H -0.066
2. O -0.423
3. H 0.133
4. H 0.071
5. O -0.093
6. H -0.023
7. H 0.081
8. C -0.075

---

Computed, not measured: a structure of composition C38H29Cl2IrN2O5S, with the ωB97M-V functional and the def2-TZVPD basis.

Calculated values
ΔE to the lowest compared entry with this formula, charge and spin = 0.00 kcal/mol
Largest force on an atom = 0.5 eV Å⁻¹

Structure (ORCA input):
```
! wB97M-V def2-TZVPD RIJCOSX def2/J DEFGRID3
* xyz 1 2
C -3.60 3.53 1.86
H -2.01 -3.38 1.18
H -1.83 3.42 -0.99
C 2.64 -2.96 2.19
C 4.37 -1.33 2.53
C -2.84 -0.16 -0.51
H 1.50 5.38 0.83
H 5.35 -1.05 2.90
H -0.12 0.90 -7.42
H 2.69 -5.04 2.79
H -1.46 1.30 -1.87
C 0.13 -3.52 1.16
H -3.07 6.68 4.09
C 1.41 3.61 -2.04
H -1.38 -4.93 0.61
O -1.85 0.69 -0.52
H -5.53 2.47 3.07
C 2.50 0.60 -4.19
H 4.52 -3.36 3.17
H -4.93 6.61 2.44
H 0.45 -5.53 1.85
O -2.57 -1.32 -0.15
H -0.90 4.80 0.82
O 1.89 0.35 -3.23
O 3.12 0.93 -5.11
H -1.32 -3.49 -0.43
H -7.75 -0.98 1.88
C -1.22 -3.85 0.60
H -0.73 0.63 -5.04
C 0.38 3.85 -4.97
N 0.59 -2.28 1.06
H 1.09 4.94 -6.66
N -3.77 2.41 1.04
Ir -0.49 -0.74 0.26
C 0.53 2.93 -7.18
C -6.74 0.78 2.58
C 2.33 -0.68 1.41
C 1.09 4.78 0.03
C -5.70 1.67 2.37
C 0.71 4.00 -6.30
H 3.95 0.65 1.77
O -1.34 1.54 -2.86
S 1.28 0.47 0.60
Cl -5.71 4.64 0.59
H -4.14 1.25 -1.40
H 2.98 4.60 -0.98
C 3.58 -0.36 1.89
H -1.54 4.73 4.29
H -2.90 1.92 0.91
C -4.26 5.77 2.55
C -0.77 3.67 -0.99
C 0.06 3.26 -2.04
H 0.49 4.68 -4.29
C 0.01 1.72 -6.73
C -0.26 4.45 0.03
H -7.38 0.91 3.44
C 2.11 -4.27 2.30
C -3.21 5.80 3.47
Cl -1.47 2.26 2.93
C -0.33 1.57 -5.40
H -4.67 -0.45 -1.51
H -6.26 -1.24 -0.08
C -2.56 3.60 2.79
C -5.07 0.47 0.38
C -4.85 1.52 1.27
H 2.06 3.27 -2.84
C -6.94 -0.28 1.71
C -2.35 4.72 3.58
C 1.84 -1.99 1.56
C -0.14 2.63 -4.51
C 0.88 -4.54 1.79
C 1.93 4.35 -1.00
C -4.22 0.31 -0.86
C -6.11 -0.43 0.62
C -0.49 2.45 -3.12
C -4.44 4.65 1.76
H 0.80 3.05 -8.22
C 3.91 -2.61 2.68
*
```

Atomic partial charges in e from the Löwdin method, atoms 1 to 8:
1. C -0.339
2. H 0.087
3. H 0.124
4. C -0.149
5. C -0.060
6. C -0.579
7. H 0.119
8. H 0.112

---

Computed, not measured: a structure of composition C28H32BrEuP at a distorted geometry, with the ωB97M-V functional and the def2-TZVPD basis.

Calculated values
ΔE to the lowest compared entry with this formula, charge and spin = 15.88 kcal/mol
Largest force on an atom = 1.8 eV Å⁻¹

Structure (ORCA input):
```
! wB97M-V def2-TZVPD RIJCOSX def2/J DEFGRID3
* xyz 0 8
H 3.14 1.56 -3.52
H 0.59 -2.77 0.92
C 2.25 -2.58 -2.55
C -1.31 2.63 2.92
C -0.43 3.05 -3.19
H 2.89 -0.71 3.88
C 2.54 -0.77 2.85
C -0.56 1.34 2.76
C -2.11 -3.58 -0.33
H 2.71 2.07 2.00
H 2.22 2.98 -5.34
P -1.47 -1.93 -0.84
C 2.14 1.96 -3.45
C -0.07 -0.91 2.88
Eu -0.12 0.17 0.56
H -2.07 4.28 -3.83
C -1.71 3.62 -3.05
H -2.34 2.54 2.56
H -1.91 -2.62 -3.14
H 2.24 2.48 3.65
C -2.20 -1.78 -2.51
H -3.28 -1.77 -2.40
C -1.13 0.04 2.89
H -1.78 -3.82 0.68
C 0.05 2.19 -2.15
H -0.38 -2.37 4.41
H -2.81 0.01 4.21
H 1.41 3.23 2.30
H -0.03 3.98 -5.09
H 4.06 -3.17 -1.55
H 2.99 -3.28 0.67
H 0.71 -2.91 3.14
C 0.90 -2.28 -2.42
C 0.85 1.19 2.66
C -0.75 1.85 -1.02
H -1.89 -0.84 -2.97
H 3.25 -0.21 2.24
H -1.04 -2.86 2.85
H 0.34 -1.98 -3.30
C 2.41 -2.99 -0.19
H -2.79 -1.32 3.05
C 0.37 3.32 -4.33
H -3.25 0.31 2.53
C -0.20 -2.34 3.33
H 2.58 -1.81 2.54
C 1.61 2.78 -4.47
Br 2.27 0.66 -0.94
H -3.45 3.80 -1.84
C 1.15 -0.20 2.73
C -2.47 3.35 -1.96
H -3.20 -3.55 -0.34
C -2.57 -0.26 3.18
C 1.37 1.71 -2.35
H -1.37 2.91 3.98
H -0.84 3.45 2.38
H -2.66 2.25 -0.13
C -2.00 2.46 -0.97
C 3.00 -2.94 -1.44
H 2.72 -2.53 -3.53
H -1.76 -4.36 -1.01
C 1.06 -2.68 -0.05
C 1.86 2.30 2.65
C 0.29 -2.34 -1.17
*
```

Atomic partial charges in e from the Löwdin method, atoms 1 to 8:
1. H 0.093
2. H 0.073
3. C -0.094
4. C -0.044
5. C -0.178
6. H 0.085
7. C -0.044
8. C -0.344

---

Computed, not measured: a structure of composition C31H27ClN4PdS3Te at a distorted geometry, with the ωB97M-V functional and the def2-TZVPD basis.

Calculated values
ΔE to the lowest compared entry with this formula, charge and spin = 22.13 kcal/mol
Largest force on an atom = 1.6 eV Å⁻¹

Structure (ORCA input):
```
! wB97M-V def2-TZVPD RIJCOSX def2/J DEFGRID3
* xyz 0 1
C 3.77 -0.98 2.99
C 3.78 -1.01 0.41
H -1.86 0.71 -2.05
H -2.81 2.59 3.05
Te 1.96 -2.12 0.38
C -3.99 0.98 2.28
C -2.83 -1.57 5.64
H -2.48 -2.66 3.27
C -2.15 1.94 1.10
H 0.98 0.50 -6.97
N -1.21 1.37 7.03
H 3.04 -0.62 -2.34
H 2.75 -0.61 3.05
C 1.07 0.41 -4.86
C -0.40 -1.08 -3.70
C -1.46 1.13 -1.14
S -0.95 -1.70 -2.22
H -0.87 -1.22 -7.06
C -1.09 0.00 4.85
C 5.67 -0.16 1.65
C 4.40 -0.71 1.65
C -0.16 -0.27 2.63
H 4.69 -0.86 -2.90
N 1.91 1.39 -1.65
C 7.77 0.65 0.52
H 0.41 1.25 4.03
H 8.46 -0.04 0.99
N -3.57 -1.94 6.43
H 4.37 -0.52 3.77
S 0.96 0.34 1.44
H 6.13 0.08 2.60
H -3.53 -0.57 -0.68
C -0.98 -1.39 2.41
H 3.49 3.73 -0.24
H -1.34 2.65 1.06
C 4.49 -0.79 -0.78
N 0.58 -0.16 -3.73
H 8.14 0.87 -0.48
C -0.22 0.39 3.86
C -4.20 0.09 1.24
H 3.73 -2.06 3.19
H 2.25 3.15 0.90
C -3.38 0.13 0.13
H 1.85 1.14 -4.69
C -1.16 0.75 6.07
H 6.31 -0.08 -1.65
S -0.96 -2.26 0.91
C -2.97 1.91 2.22
C 5.77 -0.24 -0.72
H 7.80 1.58 1.10
Cl -5.03 0.92 3.68
H 1.81 4.27 -0.42
Pd -0.02 -0.39 -0.49
H -5.00 -0.64 1.31
H 0.95 0.17 -2.84
C -1.91 -1.12 4.63
H 3.77 -2.22 -2.25
C 2.17 2.29 -0.99
C -1.84 -1.80 3.43
C -2.34 1.06 0.03
H -0.87 2.03 -1.26
H -1.72 -2.20 -4.97
C 6.38 0.08 0.48
C -0.93 -1.47 -4.96
C 0.59 0.05 -6.08
C -0.44 -0.91 -6.11
C 2.45 3.44 -0.13
C 3.97 -1.15 -2.14
*
```

Atomic partial charges in e from the Löwdin method, atoms 1 to 8:
1. C -0.094
2. C -0.508
3. H 0.015
4. H 0.109
5. Te 1.140
6. C -0.674
7. C -0.179
8. H 0.123

---

Computed, not measured: a structure of composition C15H32NO3P2V at a distorted geometry, with the ωB97M-V functional and the def2-TZVPD basis.

Calculated values
ΔE to the lowest compared entry with this formula, charge and spin = 65.12 kcal/mol
Largest force on an atom = 3.9 eV Å⁻¹

Structure (ORCA input):
```
! wB97M-V def2-TZVPD RIJCOSX def2/J DEFGRID3
* xyz 2 3
H -2.84 1.64 -0.73
O 2.48 4.41 -0.34
C -1.23 -2.93 1.63
H -3.31 -2.50 2.11
H -1.28 -1.68 3.41
O -1.13 -1.80 0.74
H 4.19 -0.43 -0.74
H 2.21 -3.93 -1.46
C 2.11 -0.36 -2.62
H -1.94 0.19 -0.17
H 1.91 -0.95 -3.52
C 1.22 1.94 -3.26
N 0.08 0.61 -1.67
H -3.09 -3.62 0.74
C -0.41 -4.10 1.10
V -0.17 -1.12 -0.62
C -1.85 1.29 -0.40
H 2.08 2.04 -3.93
H 2.96 -0.14 0.53
H 3.80 -1.71 0.47
C -1.92 3.90 0.63
C -0.84 1.57 -1.48
H -2.82 -4.18 2.41
H -0.50 -4.96 1.78
H 0.65 -3.84 1.03
C 1.11 0.77 -2.51
H 2.58 -3.11 -3.00
C -0.81 2.73 -2.27
H 0.33 3.84 -3.71
H -0.91 2.85 2.34
H -2.78 3.88 -0.06
H 3.20 3.91 0.09
H -1.05 4.36 0.13
H -2.18 4.50 1.51
C -0.72 -2.53 3.01
H 0.34 -2.24 2.96
C 3.40 -0.89 -0.14
P -1.51 2.19 1.23
H 3.08 0.03 -2.67
H -2.42 1.44 3.32
H 3.83 -3.19 -1.71
P 2.09 -1.56 -1.21
H -2.42 0.12 2.10
H -1.62 3.45 -2.16
C -2.62 1.19 2.27
C 2.75 -3.09 -1.92
C 0.25 2.92 -3.14
H 2.92 5.15 -0.71
O 0.03 1.57 1.25
H -3.67 1.43 2.04
C -2.70 -3.33 1.73
H -0.82 -3.37 3.71
H 0.69 2.05 1.76
H -0.76 -4.40 0.11
*
```

Atomic partial charges in e from the Löwdin method, atoms 1 to 8:
1. H 0.119
2. O -0.055
3. C -0.672
4. H 0.093
5. H 0.088
6. O -0.289
7. H 0.074
8. H 0.053

---

Copy entry 1 word for word.
Computed, not measured: a structure of composition C4H21AgNO7 at a distorted geometry, with the ωB97M-V functional and the def2-TZVPD basis.

Calculated values
Energy = -24306.499 eV
Largest force on an atom = 2.7 eV Å⁻¹

Structure (ORCA input):
```
! wB97M-V def2-TZVPD RIJCOSX def2/J DEFGRID3
* xyz 0 2
H 8.30 9.47 -16.54
O 9.61 13.92 -18.11
H 5.01 14.39 -14.94
H 7.38 13.24 -12.27
O 7.86 14.92 -19.61
H 10.56 14.13 -18.08
H 6.21 12.39 -16.42
C 6.34 12.93 -12.24
H 6.23 11.86 -12.39
H 8.02 15.01 -14.08
C 7.07 13.37 -15.06
H 7.59 12.65 -14.42
H 9.88 11.54 -14.92
H 10.39 11.54 -19.92
O 5.65 13.93 -13.10
C 7.90 14.60 -15.08
Ag 8.70 11.98 -17.78
H 7.46 15.40 -15.67
H 4.99 12.79 -14.59
O 10.19 11.05 -19.13
H 10.54 12.61 -15.76
O 9.85 11.95 -15.78
H 8.90 14.48 -15.49
H 10.72 10.26 -19.19
H 6.54 13.70 -16.95
H 7.18 13.04 -19.80
H 6.12 13.10 -11.19
C 5.67 13.64 -14.51
O 7.81 10.09 -17.12
H 8.61 14.58 -19.10
O 7.25 12.14 -19.48
H 6.52 11.69 -19.90
N 7.02 12.98 -16.43
H 7.66 15.76 -19.21
*
```

Atomic partial charges in e from the Löwdin method, atoms 1 to 8:
1. H -0.066
2. O -0.423
3. H 0.133
4. H 0.071
5. O -0.093
6. H -0.023
7. H 0.081
8. C -0.075

---

Look up the largest force on an atom of the fourth one. 1.6 eV Å⁻¹

---

What is the formula in the third record? C28H32BrEuP